[1]
C3H8NO | the ωB97M-V functional and the def2-TZVPD basis

Each line ends with the Löwdin charge.
Cartesian coordinates (Å):
C (2.603, -0.514, 1.041)  -0.530
O (1.519, -0.073, 0.392)  -0.430
H (2.658, -1.651, 1.104)  0.031
H (2.655, -0.211, 2.110)  0.009
H (3.619, -0.090, 0.727)  0.026
C (-1.852, 0.564, -1.596)  -0.193
C (-1.507, 0.023, 0.580)  -0.094
N (-2.269, 0.643, -0.212)  -0.101
H (-1.295, 1.428, -1.976)  0.071
H (-1.208, -0.280, -1.826)  0.065
H (-2.706, 0.580, -2.282)  0.051
H (-1.563, 0.166, 1.658)  0.058
H (-0.654, -0.586, 0.279)  0.038

Computed properties:
- Energy above the lowest of the compared OMol25 structures with the same formula, charge and spin: 144.8 kJ/mol
- Orbital gap: 6.40 eV
- Total charge: -1
- Spin multiplicity: 1
- Electronic energy: -249.0315 a.u.

[2]
C46H58ClIrO4 | the ωB97M-V functional and the def2-TZVPD basis

Each line ends with the Löwdin charge.
Cartesian coordinates (Å):
Ir (0.271, -0.108, -0.172)  1.398
C (-0.617, 3.672, 0.651)  -0.011
O (-0.379, 2.293, 0.323)  -0.197
C (-0.495, 1.946, -1.010)  -0.371
C (-1.783, 1.619, -1.521)  -0.157
C (-2.927, 1.248, -0.590)  -0.046
C (-3.083, -0.252, -0.394)  -0.110
C (-3.953, -0.994, -1.129)  0.037
C (-4.107, -2.394, -0.941)  -0.098
C (-3.349, -3.032, 0.058)  0.047
C (-2.478, -2.347, 0.865)  -0.089
C (-1.781, -3.042, 2.016)  -0.039
C (-0.391, -2.638, 2.494)  -0.126
C (-0.154, -2.545, 3.853)  0.029
C (1.111, -2.253, 4.368)  -0.142
C (2.139, -2.036, 3.463)  0.039
C (1.954, -2.111, 2.082)  -0.123
C (3.182, -1.932, 1.193)  -0.053
C (3.184, -1.102, -0.077)  -0.138
C (3.930, -1.499, -1.159)  0.023
C (4.120, -0.695, -2.297)  -0.128
C (3.508, 0.563, -2.323)  0.029
C (2.732, 1.018, -1.282)  -0.147
C (2.009, 2.355, -1.347)  -0.050
C (0.598, 2.172, -1.883)  -0.158
C (0.374, 2.084, -3.245)  0.012
C (-0.882, 1.801, -3.771)  -0.156
C (-1.939, 1.555, -2.882)  0.000
C (-1.142, 1.718, -5.269)  -0.550
C (-2.193, 2.773, -5.648)  -0.034
C (0.122, 1.968, -6.093)  -0.057
C (-1.671, 0.314, -5.605)  -0.038
C (2.551, 0.181, -0.130)  -0.408
O (1.871, 0.627, 0.922)  -0.121
C (5.021, -1.189, -3.421)  -0.556
C (4.560, -2.576, -3.890)  -0.039
C (5.013, -0.247, -4.627)  -0.061
C (6.459, -1.281, -2.881)  -0.034
C (0.685, -2.440, 1.634)  -0.231
O (0.410, -2.474, 0.268)  -0.277
C (0.852, -3.647, -0.432)  -0.036
C (1.314, -2.190, 5.880)  -0.558
C (0.396, -1.112, 6.474)  -0.042
C (0.958, -3.555, 6.488)  -0.042
C (2.759, -1.858, 6.257)  -0.065
C (-2.308, -0.928, 0.632)  -0.309
O (-1.432, -0.296, 1.293)  -0.038
C (-5.098, -3.140, -1.813)  -0.554
C (-6.494, -2.517, -1.618)  -0.031
C (-5.177, -4.628, -1.475)  -0.059
C (-4.669, -2.989, -3.284)  -0.029
H (-0.910, 4.225, -0.241)  0.109
H (0.294, 4.098, 1.067)  0.097
H (-1.412, 3.719, 1.393)  0.097
H (-3.854, 1.626, -1.021)  0.133
H (-2.781, 1.714, 0.383)  0.124
H (-4.545, -0.497, -1.889)  0.122
H (-3.452, -4.100, 0.205)  0.117
H (-1.771, -4.113, 1.795)  0.133
H (-2.448, -2.932, 2.876)  0.137
H (-0.988, -2.689, 4.531)  0.120
H (3.126, -1.779, 3.824)  0.111
H (3.556, -2.926, 0.932)  0.124
H (3.954, -1.498, 1.833)  0.135
H (4.405, -2.473, -1.120)  0.122
H (3.624, 1.198, -3.192)  0.113
H (2.554, 3.016, -2.021)  0.133
H (1.989, 2.801, -0.354)  0.121
H (1.218, 2.221, -3.907)  0.116
H (-2.912, 1.282, -3.274)  0.124
H (-1.841, 3.778, -5.405)  0.094
H (-3.138, 2.608, -5.127)  0.080
H (-2.388, 2.730, -6.721)  0.092
H (0.535, 2.963, -5.912)  0.091
H (-0.124, 1.901, -7.154)  0.091
H (0.894, 1.222, -5.885)  0.087
H (-2.641, 0.124, -5.142)  0.075
H (-0.976, -0.456, -5.263)  0.075
H (-1.792, 0.215, -6.686)  0.092
H (3.524, -2.547, -4.236)  0.092
H (4.634, -3.323, -3.098)  0.077
H (5.188, -2.910, -4.717)  0.090
H (4.008, -0.132, -5.040)  0.087
H (5.650, -0.662, -5.409)  0.091
H (5.405, 0.740, -4.374)  0.088
H (6.529, -1.982, -2.048)  0.082
H (6.807, -0.305, -2.535)  0.094
H (7.130, -1.624, -3.671)  0.091
H (0.285, -4.508, -0.074)  0.105
H (1.916, -3.813, -0.269)  0.090
H (0.658, -3.476, -1.484)  0.043
H (-0.658, -1.342, 6.311)  0.078
H (0.604, -0.137, 6.028)  0.093
H (0.558, -1.036, 7.551)  0.089
H (-0.081, -3.827, 6.291)  0.079
H (1.099, -3.529, 7.570)  0.089
H (1.597, -4.340, 6.078)  0.093
H (3.055, -0.870, 5.896)  0.090
H (3.460, -2.599, 5.868)  0.088
H (2.853, -1.854, 7.344)  0.089
H (-6.795, -2.551, -0.569)  0.096
H (-7.224, -3.080, -2.201)  0.093
H (-6.530, -1.479, -1.951)  0.080
H (-5.482, -4.793, -0.439)  0.092
H (-4.225, -5.135, -1.648)  0.091
H (-5.923, -5.099, -2.115)  0.092
H (-4.657, -1.945, -3.599)  0.076
H (-5.372, -3.525, -3.923)  0.094
H (-3.672, -3.405, -3.444)  0.095
Cl (0.031, -1.080, -2.324)  0.199

Computed properties:
- Energy above the lowest of the compared OMol25 structures with the same formula, charge and spin: 0.0 kJ/mol
- Orbital gap (alpha / beta): 8.10 / 5.94 eV
- ⟨S²⟩: 8.83
- Total charge: +1
- Spin multiplicity: 6
- Electronic energy: -2652.8235 a.u.

Question: energy above the lowest of the compared OMol25 structures with the same formula, charge and spin of number 1 (C3H8NO)?
Answer: 144.8 kJ/mol

Question: Look up the spin multiplicity of the first one.
Answer: 1

Question: Among the records above, which one has the lowest total charge?
Answer: C3H8NO

Question: Among the records above, which one has the highest electronic energy?
Answer: C3H8NO